The following is a quantum chemistry calculation of a cluster of 13 separate species, C40H113N7O13 in total at a distorted geometry, from the Open Molecules 2025 dataset.

Atoms and positions in Å:
C (9.9207, -16.9251, -4.7000)
C (10.2359, -17.6834, -3.3402)
O (11.6313, -17.7435, -3.2195)
H (10.2506, -15.8864, -4.6796)
H (8.8577, -16.9779, -4.9352)
H (10.4397, -17.3738, -5.5470)
H (9.9026, -18.7155, -3.4486)
H (9.8208, -17.2157, -2.4474)
H (11.8688, -18.5469, -3.6884)
C (2.9433, -14.5576, -14.5340)
C (1.7028, -14.0673, -13.9568)
O (2.0145, -12.9893, -13.0366)
H (3.8430, -14.3690, -13.9484)
H (3.2324, -14.0647, -15.4622)
H (2.8803, -15.6406, -14.6400)
H (1.2056, -14.8411, -13.3717)
H (0.9928, -13.7306, -14.7122)
H (2.3559, -12.2388, -13.5284)
C (9.0523, -28.8381, -9.0131)
C (10.5654, -28.6981, -9.1009)
O (11.0755, -29.1225, -7.8526)
H (8.7568, -28.2690, -8.1317)
H (8.7950, -29.8910, -8.8976)
H (8.6579, -28.4600, -9.9563)
H (10.8400, -27.6622, -9.3001)
H (10.9681, -29.4078, -9.8236)
H (12.0129, -29.0013, -8.0203)
C (-2.3288, -20.6724, -10.1752)
C (-3.2020, -19.8108, -11.1223)
O (-2.3681, -19.3020, -12.1361)
H (-2.0563, -21.5832, -10.7086)
H (-2.9675, -20.9275, -9.3296)
H (-1.4705, -20.1338, -9.7737)
H (-3.7071, -19.0264, -10.5587)
H (-4.0655, -20.4340, -11.3548)
H (-1.7759, -19.9681, -12.4928)
C (2.2795, -25.3880, -15.3388)
C (2.0053, -23.8939, -14.7971)
O (1.0080, -23.4131, -15.7142)
H (3.0620, -25.7486, -14.6711)
H (2.8581, -25.4134, -16.2622)
H (1.4592, -26.1040, -15.2882)
H (2.9174, -23.2976, -14.7756)
H (1.7247, -23.7334, -13.7562)
H (1.3927, -23.6610, -16.5581)
C (10.2090, -24.5735, -2.8012)
C (10.5888, -24.1694, -4.2022)
O (11.6151, -23.2171, -4.1012)
H (11.0867, -24.7631, -2.1832)
H (9.5954, -25.4697, -2.8932)
H (9.5746, -23.7774, -2.4114)
H (9.8142, -23.5656, -4.6749)
H (10.9249, -25.0523, -4.7460)
H (12.3248, -23.7430, -3.7251)
C (-1.2303, -25.4552, -4.7261)
C (-0.2906, -26.3970, -5.6028)
C (-0.9687, -26.7750, -7.0215)
O (-0.0586, -27.6762, -7.5884)
C (0.1668, -27.3811, -8.9782)
N (1.0161, -25.8433, -5.7168)
H (-1.2633, -24.4946, -5.2401)
H (-0.6989, -25.1356, -3.8297)
H (-2.2776, -25.7426, -4.6319)
H (-0.1343, -27.3400, -5.0791)
H (-1.3521, -25.9280, -7.5905)
H (-1.8417, -27.4084, -6.8640)
H (1.1941, -27.7091, -9.1364)
H (0.1527, -26.2931, -9.0438)
H (-0.6425, -27.8411, -9.5452)
H (0.9248, -25.0342, -6.3144)
H (1.6504, -26.4657, -6.1969)
C (6.3258, -21.5874, -9.8116)
C (5.7751, -20.5488, -8.8444)
C (4.4998, -19.7957, -9.3919)
O (3.9902, -18.9059, -8.3482)
C (3.1721, -17.8179, -8.8957)
N (5.4833, -21.2105, -7.6096)
H (5.5444, -22.1854, -10.2805)
H (7.1643, -22.1988, -9.4781)
H (6.8473, -21.0527, -10.6054)
H (6.6035, -19.8579, -8.6872)
H (3.6874, -20.4812, -9.6331)
H (4.7611, -19.2213, -10.2807)
H (2.7906, -17.3083, -8.0109)
H (2.5210, -18.2118, -9.6761)
H (3.7874, -17.0171, -9.3059)
H (5.0237, -20.5380, -7.0123)
H (6.3368, -21.4744, -7.1383)
C (-2.9301, -10.8247, -7.9052)
C (-3.5534, -10.5052, -6.5212)
C (-4.8807, -9.6772, -6.4725)
O (-5.1283, -9.1648, -5.1359)
C (-5.7571, -7.9164, -5.1141)
N (-3.3668, -11.7010, -5.7505)
H (-3.4575, -11.6372, -8.4049)
H (-1.8836, -11.1253, -7.8540)
H (-2.9358, -10.0073, -8.6264)
H (-3.0740, -9.6956, -5.9709)
H (-5.7476, -10.2894, -6.7210)
H (-4.8118, -8.8513, -7.1805)
H (-6.7793, -7.9090, -5.4924)
H (-5.1774, -7.3026, -5.8035)
H (-5.6047, -7.5059, -4.1159)
H (-3.6335, -12.4870, -6.3260)
H (-2.3716, -11.8276, -5.6339)
C (5.7199, -13.8113, -1.5498)
C (4.6538, -14.1190, -2.6520)
C (3.7384, -15.3109, -2.2810)
O (4.6092, -16.4246, -2.2934)
C (4.0069, -17.6458, -1.9893)
N (3.8496, -12.8591, -2.9192)
H (5.1718, -13.4892, -0.6645)
H (6.4218, -13.0058, -1.7656)
H (6.2422, -14.6695, -1.1268)
H (5.2624, -14.2471, -3.5471)
H (2.9132, -15.2843, -2.9926)
H (3.2338, -15.2433, -1.3172)
H (3.5512, -17.6527, -0.9992)
H (4.5980, -18.5580, -1.9080)
H (3.2325, -18.0037, -2.6677)
H (3.5720, -12.4621, -2.0330)
H (4.4481, -12.1886, -3.3801)
C (9.3412, -16.9386, -15.0957)
C (10.6121, -16.5905, -15.9091)
C (11.1595, -15.1709, -15.9953)
O (10.0970, -14.1025, -16.1485)
C (9.5824, -13.6266, -17.3833)
N (11.7147, -17.5079, -15.6381)
H (8.9018, -17.9361, -15.0981)
H (8.5099, -16.3017, -15.3982)
H (9.4277, -16.9085, -14.0096)
H (10.5044, -16.7202, -16.9860)
H (11.9408, -15.0142, -16.7390)
H (11.6999, -14.9703, -15.0702)
H (8.5652, -13.2757, -17.2093)
H (9.4359, -14.4084, -18.1286)
H (10.1705, -12.8800, -17.9169)
H (11.8128, -17.7508, -14.6627)
H (12.5485, -16.9650, -15.8114)
C (8.7893, -26.0278, -16.7770)
C (9.5418, -24.8771, -17.4900)
C (8.9031, -24.3002, -18.7877)
O (8.9761, -25.3213, -19.7733)
C (8.2256, -24.9137, -20.8760)
N (9.3345, -23.7493, -16.5280)
H (9.2136, -26.4677, -15.8745)
H (8.7707, -26.8139, -17.5318)
H (7.8087, -25.6700, -16.4631)
H (10.5341, -25.3024, -17.6401)
H (9.3756, -23.3938, -19.1664)
H (7.8674, -23.9978, -18.6328)
H (7.2331, -24.4804, -20.7529)
H (7.8794, -25.7957, -21.4149)
H (8.8029, -24.2698, -21.5395)
H (9.9264, -22.9868, -16.8252)
H (8.3594, -23.4861, -16.5328)
C (19.1478, -23.7169, -13.4241)
C (18.4589, -23.4625, -12.1507)
C (16.9827, -23.0474, -12.3723)
O (16.4608, -22.8080, -11.0652)
C (15.0850, -22.4411, -11.1239)
N (18.5995, -24.6370, -11.2404)
H (18.6154, -24.3610, -14.1240)
H (20.1258, -24.1698, -13.2613)
H (19.3830, -22.7690, -13.9082)
H (19.0165, -22.6548, -11.6766)
H (16.3592, -23.7690, -12.9002)
H (16.8849, -22.1158, -12.9296)
H (15.0110, -21.4529, -11.5780)
H (14.8078, -22.1923, -10.0996)
H (14.5162, -23.2637, -11.5573)
H (18.3343, -24.1807, -10.3792)
H (17.9644, -25.3837, -11.4836)

Total charge = 0
Energy above the lowest of the compared OMol25 structures with the same formula, charge and spin = 199.3 kcal/mol
M = 900.38 Da
Highest occupied orbital energy = -9.0 eV
Spin multiplicity = 1